Entry 1:
Density functional theory data (ωB97M-V/def2-TZVPD) for the molecule C15H20N2O3.

Calculated values
Frontier orbital gap = 9.0 eV
Relative energy (zero: lowest compared OMol25 entry of this formula, charge and spin) = 312.77 kJ/mol
Highest occupied orbital energy = -8.39 eV
Spin multiplicity = 1
Electronic energy = -918.7564 a.u.

Atoms and positions in Å:
C -1.897 0.783 4.660
C -0.964 1.913 4.240
O -1.247 2.396 2.938
C -1.134 1.598 1.840
C -1.932 1.979 0.766
C -1.906 1.313 -0.444
C -1.075 0.218 -0.597
C -1.005 -0.582 -1.883
C -1.684 0.085 -2.982
N -2.143 0.584 -3.904
N 0.386 -0.885 -2.218
C 0.534 -1.872 -3.273
C 2.017 -2.238 -3.376
O 2.810 -1.110 -3.650
C 2.637 -0.127 -2.657
C 1.173 0.295 -2.541
C -0.271 -0.180 0.464
C -0.267 0.498 1.673
O 0.551 0.149 2.718
C 1.395 -0.965 2.573
H -1.716 0.528 5.701
H -1.726 -0.099 4.049
H -2.934 1.092 4.546
H -1.125 2.789 4.876
H 0.079 1.599 4.325
H -2.577 2.831 0.909
H -2.536 1.645 -1.256
H -1.513 -1.547 -1.724
H -0.043 -2.764 -3.017
H 0.187 -1.490 -4.248
H 2.184 -2.939 -4.196
H 2.338 -2.699 -2.429
H 3.261 0.719 -2.949
H 2.979 -0.516 -1.685
H 1.059 1.029 -1.741
H 0.852 0.750 -3.493
H 0.380 -1.024 0.307
H 2.120 -0.820 1.765
H 1.926 -1.051 3.520
H 0.827 -1.884 2.394

Charges computed using Löwdin, reported in e:
1. C -0.06
2. C -0.24
3. O -0.04
4. C -0.20
5. C 0.02
6. C -0.03
7. C -0.19
8. C -0.26
9. C -0.20
10. N 0.19
11. N -0.14
12. C -0.16
13. C -0.19
14. O -0.13
15. C -0.19
16. C -0.15
17. C 0.03
18. C -0.18
19. O -0.11
20. C -0.07
21. H 0.08
22. H 0.07
23. H 0.08
24. H 0.12
25. H 0.11
26. H 0.12
27. H 0.11
28. H 0.16
29. H 0.13
30. H 0.13
31. H 0.13
32. H 0.13
33. H 0.13
34. H 0.12
35. H 0.13
36. H 0.13
37. H 0.11
38. H 0.10
39. H 0.10
40. H 0.10

***

Entry 2:
Density functional theory data (ωB97M-V/def2-TZVPD) for the molecule C15H20N2O5S.

Calculated values
Frontier orbital gap = 8.7 eV
Relative energy (zero: lowest compared OMol25 entry of this formula, charge and spin) = 274.66 kJ/mol
Highest occupied orbital energy = -8.16 eV
Spin multiplicity = 1
Electronic energy = -1467.4646 a.u.

Atoms and positions in Å:
C 3.474 -1.549 -2.303
C 2.074 -1.718 -1.739
O 1.545 -0.430 -1.419
C 0.256 -0.209 -1.603
O -0.513 -0.956 -2.165
C -0.119 1.117 -1.063
C -0.626 2.180 -1.774
C -0.973 2.293 -3.213
N -0.752 3.226 -0.905
C -0.358 2.861 0.349
C -0.365 3.820 1.482
C 0.051 1.550 0.282
S 0.424 0.504 1.670
O 0.887 1.337 2.744
O 1.234 -0.599 1.269
N -1.070 -0.092 2.139
C -1.976 0.910 2.636
C -1.663 -1.097 1.279
C -0.833 -2.336 1.254
C -0.458 -3.142 0.221
C 0.317 -4.180 0.796
C 0.345 -3.924 2.131
O -0.359 -2.818 2.418
H 4.097 -1.026 -1.584
H 3.447 -0.975 -3.227
H 3.905 -2.525 -2.505
H 1.407 -2.207 -2.457
H 2.092 -2.291 -0.807
H -1.020 1.299 -3.649
H -1.939 2.779 -3.339
H -0.224 2.875 -3.751
H -1.075 4.146 -1.160
H 0.149 4.739 1.203
H 0.149 3.368 2.325
H -1.383 4.077 1.776
H -2.732 0.438 3.263
H -1.389 1.596 3.241
H -2.473 1.463 1.827
H -1.798 -0.739 0.248
H -2.653 -1.329 1.692
H -0.700 -3.006 -0.813
H 0.785 -4.995 0.283
H 0.812 -4.434 2.950

Charges computed using Löwdin, reported in e:
1. C -0.06
2. C -0.21
3. O 0.01
4. C -0.47
5. O 0.10
6. C -0.07
7. C -0.24
8. C 0.00
9. N 0.14
10. C -0.28
11. C -0.02
12. C -0.16
13. S 0.70
14. O -0.28
15. O -0.23
16. N -0.27
17. C -0.09
18. C -0.11
19. C -0.29
20. C -0.04
21. C -0.06
22. C -0.11
23. O 0.05
24. H 0.08
25. H 0.08
26. H 0.08
27. H 0.12
28. H 0.12
29. H 0.08
30. H 0.08
31. H 0.09
32. H 0.17
33. H 0.09
34. H 0.06
35. H 0.09
36. H 0.10
37. H 0.08
38. H 0.09
39. H 0.13
40. H 0.14
41. H 0.10
42. H 0.10
43. H 0.12

***

Entry 3:
Density functional theory data (ωB97M-V/def2-TZVPD) for C15H20N7O4Pd as an isolated structure.

Calculated values
Frontier orbital gap (alpha / beta) = 6.3 / 6.3 eV
Relative energy (zero: lowest compared OMol25 entry of this formula, charge and spin) = 120.77 kJ/mol
Highest occupied orbital energy (alpha / beta) = -12.07 / -12.07 eV
Spin multiplicity = 1
Net charge = +1
Electronic energy = -1395.3641 a.u.

Atoms and positions in Å:
Pd 0.962 0.407 -2.080
C 6.151 0.471 -0.393
O 5.014 1.254 -0.780
C 3.832 0.711 -0.977
O 2.889 1.419 -1.298
N 3.708 -0.628 -0.786
N 2.478 -1.246 -1.013
H 6.965 1.181 -0.299
H 6.406 -0.262 -1.160
H 5.984 -0.013 0.570
H 4.519 -1.206 -0.644
H 2.167 -1.718 -0.173
H 2.549 -1.900 -1.790
O 2.234 -1.543 -3.859
N 1.351 -0.704 -3.760
C 0.681 -0.084 -4.703
C -0.245 0.862 -4.144
N -0.984 1.614 -3.667
C 0.836 -0.258 -6.105
N 0.960 -0.399 -7.238
C -4.947 -1.557 1.883
C -4.055 -0.979 2.977
N -2.830 -0.376 2.436
C -1.568 -1.051 2.703
C -1.388 -2.348 1.920
C -2.958 0.846 1.866
O -3.998 1.479 1.851
C -1.750 1.449 1.188
C -1.287 2.706 1.557
C -0.267 3.298 0.832
C 0.268 2.617 -0.247
N -0.193 1.412 -0.609
C -1.184 0.843 0.080
H -5.838 -2.001 2.326
H -4.422 -2.323 1.312
H -5.260 -0.766 1.205
H -3.757 -1.752 3.685
H -4.602 -0.205 3.516
H -1.533 -1.280 3.771
H -0.747 -0.366 2.500
H -2.198 -3.045 2.132
H -0.451 -2.826 2.213
H -1.363 -2.168 0.844
H -1.735 3.218 2.399
H 0.101 4.279 1.095
H 1.069 3.034 -0.840
H -1.561 -0.101 -0.293

Charges computed using Löwdin, reported in e:
1. Pd 0.98
2. C -0.02
3. O 0.03
4. C -0.56
5. O 0.01
6. N 0.04
7. N 0.05
8. H 0.11
9. H 0.10
10. H 0.10
11. H 0.14
12. H 0.11
13. H 0.08
14. O -0.01
15. N -0.22
16. C -0.27
17. C -0.20
18. N 0.22
19. C -0.14
20. N 0.21
21. C -0.06
22. C -0.19
23. N -0.06
24. C -0.20
25. C -0.07
26. C -0.43
27. O 0.10
28. C -0.10
29. C 0.04
30. C -0.01
31. C -0.11
32. N -0.06
33. C -0.06
34. H 0.08
35. H 0.07
36. H 0.08
37. H 0.12
38. H 0.12
39. H 0.13
40. H 0.11
41. H 0.07
42. H 0.08
43. H 0.06
44. H 0.14
45. H 0.12
46. H 0.11
47. H 0.13

***

Entry 4:
Density functional theory data (ωB97M-V/def2-TZVPD) for C15H21Cl2NO3V as an isolated structure.

Calculated values
Frontier orbital gap (alpha / beta) = 7.2 / 7.9 eV
Relative energy (zero: lowest compared OMol25 entry of this formula, charge and spin) = 21.55 kJ/mol
Highest occupied orbital energy (alpha / beta) = -15.87 / -15.88 eV
Spin multiplicity = 2
Net charge = +2
Electronic energy = -2728.4426 a.u.

Atoms and positions in Å:
V 0.872 -0.387 -0.054
C 2.376 -2.789 -1.044
N 2.464 -1.302 -1.064
C 3.777 -0.889 -0.498
C 2.321 -0.823 -2.479
C 0.861 -0.782 -2.819
C 0.373 -0.852 -4.115
C -0.994 -0.742 -4.334
C -1.885 -0.551 -3.280
C -1.411 -0.461 -1.982
C -0.038 -0.594 -1.764
H 3.254 -3.202 -1.543
H 1.482 -3.105 -1.576
H 2.354 -3.147 -0.017
H 4.582 -1.336 -1.085
H 3.859 -1.248 0.528
H 3.863 0.193 -0.527
H 2.894 -1.479 -3.137
H 2.758 0.176 -2.533
H 1.048 -0.992 -4.950
H -1.373 -0.800 -5.346
H -2.944 -0.461 -3.478
H -2.104 -0.284 -1.168
C -0.882 -3.912 1.691
C 0.183 -3.368 2.650
C 0.174 -1.890 2.375
O 0.063 -1.846 0.879
C -0.859 -2.992 0.480
H -1.865 -3.896 2.156
H -0.666 -4.937 1.398
H 1.166 -3.793 2.445
H -0.062 -3.568 3.692
H 1.083 -1.351 2.646
H -0.702 -1.376 2.768
H -0.409 -3.400 -0.417
H -1.805 -2.514 0.244
Cl -0.924 4.059 0.758
C 0.147 2.738 0.948
Cl -0.791 1.145 1.176
C 1.073 2.529 -0.248
O 1.395 3.325 -1.043
O 1.538 1.203 -0.294
H 0.724 2.829 1.865

Charges computed using Löwdin, reported in e:
1. V 1.00
2. C -0.02
3. N -0.34
4. C -0.02
5. C -0.10
6. C -0.21
7. C 0.01
8. C -0.01
9. C -0.03
10. C -0.07
11. C -0.17
12. H 0.12
13. H 0.10
14. H 0.10
15. H 0.12
16. H 0.11
17. H 0.10
18. H 0.15
19. H 0.15
20. H 0.14
21. H 0.13
22. H 0.13
23. H 0.10
24. C -0.11
25. C -0.12
26. C -0.12
27. O -0.36
28. C -0.05
29. H 0.13
30. H 0.13
31. H 0.13
32. H 0.14
33. H 0.14
34. H 0.13
35. H 0.12
36. H 0.13
37. Cl 0.79
38. C -0.88
39. Cl 0.75
40. C -0.55
41. O 0.23
42. O -0.21
43. H 0.10

***

Entry 5:
Density functional theory data (ωB97M-V/def2-TZVPD) for C15H21Cl5O7P2S3V as an isolated structure.

Calculated values
Frontier orbital gap (alpha / beta) = 5.3 / 3.6 eV
Relative energy (zero: lowest compared OMol25 entry of this formula, charge and spin) = 0.00 kJ/mol
Highest occupied orbital energy (alpha / beta) = -2.83 / -1.11 eV
Spin multiplicity = 3
Net charge = -1
Electronic energy = -6233.2173 a.u.

Atoms and positions in Å:
V -0.121 0.350 -0.290
C -2.618 0.596 1.865
C -1.494 0.186 2.797
S -0.001 -0.496 1.983
C 1.197 0.860 2.719
C 0.981 2.270 2.239
S 0.794 2.317 0.398
C -0.536 3.603 0.315
C -1.839 3.069 0.847
S -2.079 1.312 0.256
H -3.273 1.330 2.342
H -3.215 -0.260 1.556
H -1.846 -0.588 3.482
H -1.151 1.043 3.377
H 2.156 0.480 2.364
H 1.178 0.814 3.812
H 1.837 2.918 2.455
H 0.094 2.711 2.694
H -0.618 3.817 -0.751
H -0.191 4.492 0.851
H -2.696 3.619 0.455
H -1.871 3.081 1.936
C 1.536 -4.112 0.067
C 1.209 -3.369 -1.204
O 1.456 -4.208 -2.302
P 2.137 -1.779 -1.382
O 3.672 -2.209 -1.305
O 2.006 -1.396 -2.917
O 1.793 -0.734 -0.414
P -0.520 -2.718 -1.419
O -1.460 -4.024 -1.257
O -0.555 -2.190 -2.797
O -0.985 -1.706 -0.336
H 2.585 -4.405 0.039
H 0.915 -5.007 0.121
H 1.359 -3.476 0.932
H 1.221 -3.728 -3.109
H 4.227 -1.447 -1.482
H 1.078 -1.245 -3.162
H -2.087 -4.011 -1.984
Cl 2.305 1.628 -2.123
C 0.829 1.301 -2.959
C -0.249 0.790 -2.202
C -1.367 0.501 -3.018
Cl -2.750 -0.195 -2.261
C -1.420 0.679 -4.385
Cl -2.818 0.232 -5.297
C -0.323 1.209 -5.068
Cl -0.358 1.432 -6.776
C 0.819 1.507 -4.325
Cl 2.218 2.096 -5.152
C -1.237 -2.068 1.064
H -0.786 -3.041 1.288
H -2.325 -2.164 1.176

Charges computed using Löwdin, reported in e:
1. V -0.01
2. C -0.47
3. C -0.45
4. S 0.83
5. C -0.47
6. C -0.49
7. S 0.81
8. C -0.46
9. C -0.45
10. S 0.81
11. H 0.07
12. H 0.05
13. H 0.08
14. H 0.06
15. H 0.05
16. H 0.06
17. H 0.06
18. H 0.05
19. H 0.08
20. H 0.08
21. H 0.07
22. H 0.06
23. C -0.05
24. C -0.58
25. O -0.03
26. P 0.49
27. O -0.08
28. O -0.13
29. O -0.34
30. P 0.49
31. O -0.10
32. O -0.27
33. O -0.42
34. H 0.09
35. H 0.09
36. H 0.08
37. H 0.09
38. H 0.09
39. H 0.06
40. H 0.08
41. Cl 0.67
42. C -0.71
43. C -0.36
44. C -0.71
45. Cl 0.68
46. C -0.72
47. Cl 0.63
48. C -0.75
49. Cl 0.61
50. C -0.73
51. Cl 0.63
52. C -0.32
53. H 0.04
54. H 0.05

***

Calculated values (eV/Å) of largest force on an atom for the records, taken in order: 1.045; 1.148; 2.360; 1.324; 2.066.